--- a ---
{"formula": "CH5N2S", "method": "the ωB97M-V functional and the def2-TZVPD basis", "symbols": ["C", "N", "N", "S", "H", "H", "H", "H", "H"], "positions_angstrom": [[-0.17526, -0.07341, 0.52841], [0.37970, -0.98472, 1.19482], [0.23516, 0.48396, -0.62065], [-0.59955, 1.82671, -1.40093], [-1.03111, 0.45662, 1.05295], [0.03166, -1.20211, 2.07036], [1.20639, -1.49531, 0.87100], [0.85664, 0.16381, -1.35330], [-0.90363, 0.82444, -2.34268]], "spin_multiplicity": 3, "e_homo_ev": [-10.718, -15.745], "homo_lumo_gap_ev": [6.8339, 8.1540], "charge": 1}

--- b ---
{"formula": "CH5N2S", "method": "the ωB97M-V functional and the def2-TZVPD basis", "symbols": ["C", "N", "N", "S", "H", "H", "H", "H", "H"], "positions_angstrom": [[0.31025, -0.10518, 0.65911], [0.21539, -1.31743, 0.06297], [-0.48202, 0.88041, -0.58562], [1.89786, -0.68470, 0.30008], [-0.15795, 0.37699, 1.57910], [-0.01877, -2.21775, 0.64949], [-1.19049, 0.28182, -0.90057], [0.20625, 0.85832, -1.35100], [-0.78052, 1.92752, -0.41357]], "spin_multiplicity": 3, "e_homo_ev": [-11.246, -16.258], "homo_lumo_gap_ev": [7.5556, 8.8696], "charge": 1}

Which structure is the most stable? The one labeled a.

--- a ---
{"formula": "C3H13N2O", "method": "the ωB97M-V functional and the def2-TZVPD basis", "symbols": ["C", "C", "C", "N", "N", "H", "H", "H", "H", "H", "H", "H", "H", "H", "H", "H", "H", "H", "O"], "positions_angstrom": [[0.48994, 1.01678, 0.16153], [1.09066, 0.03256, -0.77782], [1.62906, -1.22634, -0.02120], [0.74194, -1.67699, 1.03577], [-0.71702, 0.54262, 0.91233], [1.18001, 1.16328, 0.99672], [0.20940, 1.93774, -0.35611], [0.37672, -0.45852, -1.45010], [1.87034, 0.47322, -1.39042], [2.62874, -0.97074, 0.33582], [1.88758, -2.00230, -0.74905], [0.30537, -2.58507, 0.92207], [1.26787, -1.72304, 1.90675], [-0.93434, 1.20716, 1.63519], [-0.38534, -0.48595, 1.12265], [-1.58124, 0.41537, 0.36695], [-3.28316, 1.63146, -0.91490], [-2.82772, 0.58900, -1.92564], [-2.53045, 1.21784, -1.29012]], "spin_multiplicity": 1, "e_homo_ev": -14.217, "homo_lumo_gap_ev": 11.3715, "charge": 1}

--- b ---
{"formula": "C3H13N2O", "method": "the ωB97M-V functional and the def2-TZVPD basis", "symbols": ["C", "C", "C", "N", "N", "H", "H", "H", "H", "H", "H", "H", "H", "H", "H", "H", "H", "H", "O"], "positions_angstrom": [[0.13050, -1.19478, -0.08295], [-0.90538, -0.70826, 0.92288], [-2.02524, 0.07290, 0.22548], [-1.64122, 1.36214, -0.33558], [0.72129, -0.12092, -1.02093], [-0.38486, -1.86864, -0.76828], [0.99901, -1.74499, 0.28058], [-0.49829, -0.24074, 1.81901], [-1.33051, -1.65611, 1.25943], [-2.33250, -0.56208, -0.60475], [-2.87223, 0.16643, 0.90505], [-1.32644, 2.07802, 0.29545], [-2.31880, 1.72017, -0.98706], [0.86837, -0.55728, -1.92126], [-0.08489, 0.53051, -1.15059], [1.65168, 0.21910, -0.68404], [3.71495, -0.25678, 0.26301], [3.25592, 1.09841, 0.94688], [2.99938, 0.36747, 0.38148]], "spin_multiplicity": 1, "e_homo_ev": -13.534, "homo_lumo_gap_ev": 10.6014, "charge": 1}

--- c ---
{"formula": "C3H13N2O", "method": "the ωB97M-V functional and the def2-TZVPD basis", "symbols": ["N", "C", "C", "C", "N", "H", "H", "H", "H", "H", "H", "H", "H", "H", "H", "H", "H", "H", "O"], "positions_angstrom": [[-0.17365, 0.29452, 1.19638], [0.05180, 0.81948, -0.20739], [-0.72152, -0.02643, -1.15767], [1.62678, 0.85090, -0.48765], [2.26027, 0.25224, 0.69865], [0.72027, -0.22405, 1.61093], [-0.81478, -0.49062, 1.24693], [-0.29457, 1.01078, 1.98784], [-0.32257, 1.90375, -0.33979], [-0.68733, -1.12460, -0.81250], [-0.41107, -0.02289, -2.16110], [-1.76211, 0.36974, -1.13812], [1.81876, 0.24527, -1.41232], [1.87797, 1.94105, -0.67439], [2.73846, -0.75296, 0.70434], [3.09247, 0.84017, 0.68224], [-2.53425, -2.46451, 0.54242], [-3.51873, -1.79234, -0.51538], [-2.94619, -1.62950, 0.23655]], "spin_multiplicity": 1, "e_homo_ev": -14.500, "homo_lumo_gap_ev": 11.3222, "charge": 1}

Which structure is the most stable? The one labeled b.

--- a ---
{"formula": "C5H10OS2", "method": "the ωB97M-V functional and the def2-TZVPD basis", "symbols": ["C", "C", "C", "C", "C", "O", "S", "S", "H", "H", "H", "H", "H", "H", "H", "H", "H", "H"], "positions_angstrom": [[-1.16556, -0.54637, 0.89356], [0.34456, -0.41207, 1.13799], [-1.81652, 0.71837, 0.50374], [1.19258, -0.35624, -0.14831], [0.79449, 0.65789, -1.12761], [-2.76807, 0.81254, -0.44489], [1.13720, -2.08574, -0.89629], [1.84694, 1.97068, -1.55222], [-1.34360, -1.32211, 0.14593], [-1.59826, -0.89514, 1.84311], [0.53063, 0.50455, 1.70430], [0.69267, -1.25652, 1.73643], [-1.70039, 1.61656, 1.08190], [2.23211, -0.20913, 0.16183], [0.12820, 0.39229, -1.93061], [-2.81719, -0.00532, -0.95985], [2.04557, -1.84941, -1.83464], [2.26465, 2.26518, -0.31436]], "spin_multiplicity": 1, "e_homo_ev": [-6.661, -7.352], "homo_lumo_gap_ev": [6.7625, 8.0641]}

--- b ---
{"formula": "C5H10OS2", "method": "the ωB97M-V functional and the def2-TZVPD basis", "symbols": ["C", "C", "S", "C", "S", "C", "C", "O", "H", "H", "H", "H", "H", "H", "H", "H", "H", "H"], "positions_angstrom": [[-0.43203, 2.41117, -0.40021], [-0.61606, 1.01486, -0.16246], [-2.12597, 0.31598, 0.37777], [-2.28328, -1.16193, -0.67390], [1.05086, 0.04204, -0.12003], [2.51999, 0.60539, 0.54769], [0.68844, -1.45290, 0.90466], [1.20852, -0.49838, -1.51417], [0.51079, 2.75372, -0.65433], [-1.17652, 3.12131, -0.54280], [-1.27656, -1.29211, -1.22226], [-3.16547, -1.04216, -1.15786], [-2.25165, -2.03160, 0.01596], [3.03038, 1.26064, -0.10521], [2.35819, 1.12436, 1.43120], [-0.09187, -1.27510, 1.62151], [0.43565, -2.35554, 0.35280], [1.61659, -1.53976, 1.30163]], "spin_multiplicity": 1, "e_homo_ev": [-8.134, -8.135], "homo_lumo_gap_ev": [8.1874, 8.1885], "smiles": "C=C(SC)[S@@](=C)(C)=O"}

Which structure is the most stable? The one labeled a.

--- a ---
{"formula": "C23H31N3O3S", "method": "the ωB97M-V functional and the def2-TZVPD basis", "symbols": ["C", "C", "H", "H", "O", "C", "O", "C", "C", "N", "C", "O", "C", "N", "C", "C", "C", "C", "C", "H", "H", "H", "H", "H", "H", "H", "H", "H", "H", "H", "H", "H", "S", "C", "C", "C", "C", "C", "C", "C", "C", "H", "H", "H", "H", "H", "C", "N", "C", "H", "H", "H", "C", "H", "H", "H", "H", "H", "H", "H", "H"], "positions_angstrom": [[2.29692, 1.74375, 3.80727], [2.44867, 0.38200, 3.44860], [3.48509, 0.11880, 3.41051], [1.97475, -0.25441, 4.10882], [2.25771, 0.28841, 2.16644], [1.02747, -0.24822, 1.90889], [0.21112, -0.42034, 2.86156], [0.69740, -0.34487, 0.33683], [-0.57314, -0.59191, -0.08784], [-1.74669, -0.72814, 0.84343], [-2.96168, -1.03096, 0.11429], [-3.06255, -1.00240, -1.04928], [-4.05356, -0.75142, 1.46414], [-4.75872, 0.28338, 1.52726], [-3.84794, 1.54097, 2.03188], [-3.12659, 2.13452, 1.03842], [-4.24895, 2.79076, 0.16992], [-5.01002, 1.54084, -0.48340], [-5.79211, 0.84406, 0.49589], [-6.21255, -0.18005, 0.21983], [-6.32587, 1.53765, 1.09055], [-5.76422, 1.76541, -1.25420], [-4.42828, 0.85068, -1.22505], [-3.72903, 3.13413, -0.80038], [-4.93425, 3.61126, 0.27002], [-2.73562, 3.08871, 1.41941], [-2.44236, 1.71280, 0.59016], [-3.19271, 0.97341, 2.59825], [-4.43904, 1.98831, 2.71831], [-3.69618, -1.32580, 2.36408], [-4.88544, -1.62048, 0.89584], [-1.46012, -0.52863, 1.75839], [-0.80710, -0.80576, -1.74449], [1.01009, -0.47532, -1.79431], [1.63044, -0.37265, -0.63896], [2.94828, -0.29853, -0.70177], [3.80686, -1.02723, -0.03970], [5.16424, -1.25444, 0.25607], [5.78548, 0.13409, -0.30762], [5.07902, 1.00701, -0.94020], [3.56372, 0.87683, -0.83336], [3.12885, 1.49082, -1.41221], [5.56130, 2.05257, -1.15061], [6.92120, 0.33194, -0.03621], [5.88365, -1.75499, 0.50971], [3.22272, -2.04024, 0.45251], [1.53191, -0.57985, -3.12568], [1.72143, -1.88806, -3.61896], [0.56753, -2.58136, -4.23985], [0.13867, -3.05288, -3.30109], [0.84244, -3.50381, -4.74994], [-0.05581, -1.97720, -4.79401], [2.51686, -2.62999, -3.03140], [2.20504, -3.06669, -1.88020], [3.50833, -2.22252, -2.63997], [2.89108, -3.85145, -3.50941], [2.60510, -0.01354, -3.18968], [1.03120, -0.12882, -3.96925], [1.23890, 1.98468, 3.63530], [2.54119, 1.77277, 4.92879], [2.84585, 2.57239, 3.10766]], "spin_multiplicity": 1, "e_homo_ev": -7.669, "homo_lumo_gap_ev": 8.1247}

--- b ---
{"formula": "C23H31N3O3S", "method": "the ωB97M-V functional and the def2-TZVPD basis", "symbols": ["C", "C", "C", "C", "C", "C", "C", "N", "C", "O", "C", "C", "C", "C", "N", "S", "O", "O", "N", "C", "C", "C", "C", "C", "C", "C", "C", "C", "C", "C", "H", "H", "H", "H", "H", "H", "H", "H", "H", "H", "H", "H", "H", "H", "H", "H", "H", "H", "H", "H", "H", "H", "H", "H", "H", "H", "H", "H", "H", "H", "H"], "positions_angstrom": [[3.26478, -1.66738, 4.65511], [4.04423, -1.31690, 3.38617], [3.34861, -1.86788, 2.17460], [3.67757, -3.11652, 1.66211], [3.01308, -3.62755, 0.56330], [1.99079, -2.90999, -0.04635], [1.28510, -3.49004, -1.24780], [0.55775, -2.49134, -1.99302], [-0.78559, -2.51296, -2.12974], [-1.46836, -3.47797, -1.85254], [-1.36757, -1.19215, -2.60910], [-2.34124, -1.33102, -3.77879], [-2.89015, 0.05260, -4.12531], [-3.56215, 0.68249, -2.90472], [-2.69963, 0.69733, -1.73955], [-1.58877, 1.93395, -1.60798], [-0.27607, 1.51701, -2.00318], [-2.14503, 3.09643, -2.22909], [-1.59993, 2.04585, 0.05124], [-2.86501, 2.46849, 0.62218], [-3.00702, 3.98654, 0.66173], [-0.41205, 2.33125, 0.75123], [-0.20875, 1.77542, 2.01208], [0.95915, 2.03604, 2.70547], [1.94274, 2.83363, 2.14375], [1.74534, 3.38063, 0.88718], [0.56939, 3.14501, 0.19699], [-2.12297, -0.58549, -1.41600], [1.65069, -1.66839, 0.47434], [2.32542, -1.15435, 1.56641], [3.76172, -1.26135, 5.53329], [3.18957, -2.74674, 4.76616], [2.25783, -1.25951, 4.60380], [5.05239, -1.72970, 3.45683], [4.12318, -0.23106, 3.30112], [4.46947, -3.69051, 2.12212], [3.28890, -4.59598, 0.17068], [2.01542, -3.98596, -1.89869], [0.54782, -4.23738, -0.93328], [1.05697, -1.64169, -2.20875], [-0.56741, -0.50201, -2.88755], [-1.82903, -1.76049, -4.64185], [-3.15124, -2.00606, -3.49492], [-3.61281, -0.01498, -4.93974], [-2.06882, 0.69907, -4.44318], [-3.83219, 1.72011, -3.10299], [-4.46200, 0.11852, -2.63580], [-2.95278, 2.04952, 1.62827], [-3.63700, 2.02991, -0.01156], [-2.91203, 4.38388, -0.34524], [-3.97898, 4.25939, 1.06443], [-2.23036, 4.42155, 1.28763], [-0.96491, 1.13700, 2.44369], [1.10287, 1.60870, 3.68768], [2.85710, 3.02840, 2.68406], [2.50529, 4.00810, 0.44622], [0.39956, 3.57802, -0.77581], [-1.45025, -0.42166, -0.57207], [-2.92252, -1.26613, -1.10766], [0.85681, -1.08491, 0.02995], [2.05310, -0.17884, 1.94244]], "spin_multiplicity": 1, "e_homo_ev": -8.811, "homo_lumo_gap_ev": 9.5730, "smiles": "CCc1ccc(CNC(=O)[C@H]2CCCN(S(=O)(=O)N(CC)c3ccccc3)C2)cc1"}

Which structure is the most stable? The one labeled b.

--- a ---
{"formula": "C4H6NO3", "method": "the ωB97M-V functional and the def2-TZVPD basis", "symbols": ["N", "C", "O", "C", "C", "C", "O", "O", "H", "H", "H", "H", "H", "H"], "positions_angstrom": [[1.45844, -0.35144, 0.91966], [0.16244, -0.03328, 1.36526], [0.16222, 0.26361, 2.55656], [-1.10807, -0.13347, 0.54367], [-0.87398, 0.46603, -0.92493], [0.36757, -0.03067, -1.62204], [0.63192, -1.27770, -1.44200], [1.02604, 0.82502, -2.26347], [1.74559, -0.50423, 0.05654], [2.16894, 0.07867, 1.44647], [-1.36145, -1.23757, 0.55700], [-1.86487, 0.45361, 1.06258], [-0.71764, 1.54079, -0.72302], [-1.79713, -0.05937, -1.53228]], "spin_multiplicity": 1, "e_homo_ev": -4.508, "homo_lumo_gap_ev": 8.5150, "smiles": "NC(=O)CCC(=O)[O-]", "charge": -1}

--- b ---
{"formula": "C4H6NO3", "method": "the ωB97M-V functional and the def2-TZVPD basis", "symbols": ["C", "N", "C", "C", "C", "O", "O", "O", "H", "H", "H", "H", "H", "H"], "positions_angstrom": [[1.42667, 0.23023, 0.85906], [1.13960, -1.14104, -0.01299], [0.42260, 0.72984, -1.49434], [0.35156, -0.05665, -0.23366], [-1.36679, -0.14104, 0.39604], [-1.61741, -1.59956, 0.19881], [-2.08586, 0.68325, -0.21444], [2.12767, 1.25296, 0.72313], [1.16404, -0.02078, 1.88689], [-0.73704, -1.92162, 0.02836], [1.04996, 1.61226, -1.47411], [0.78218, 0.11776, -2.33994], [-0.57198, 1.04139, -1.78134], [-1.44279, -0.12016, 1.49251]], "spin_multiplicity": 1, "e_homo_ev": -3.510, "homo_lumo_gap_ev": 6.1300, "charge": -1}

Which structure is the most stable? The one labeled a.

--- a ---
{"formula": "C7H16", "method": "the ωB97M-V functional and the def2-TZVPD basis", "symbols": ["C", "C", "C", "C", "C", "H", "H", "H", "H", "H", "H", "H", "H", "H", "H", "H", "H", "C", "C", "H", "H", "H", "H"], "positions_angstrom": [[-0.16709, -1.20581, -0.77635], [-1.06254, -0.06827, -0.09592], [-0.16593, 1.21248, -0.11223], [-1.03024, -0.42100, 1.44398], [-2.45501, 0.26753, -0.55839], [0.09846, -1.23026, -1.94680], [0.81500, -0.99452, -0.24668], [-0.35437, -2.29205, -0.60073], [-0.69543, 2.06280, 0.29110], [0.69474, 1.03757, 0.69600], [0.26408, 1.50665, -1.23773], [-1.46496, 0.37278, 2.13963], [0.10603, -0.52041, 1.75538], [-1.38837, -1.44802, 1.52421], [-3.25366, -0.55037, -0.40414], [-3.02819, 1.14543, -0.13317], [-2.50528, 0.50922, -1.57292], [2.67700, -0.55952, 0.04176], [2.52272, 0.75689, -0.04604], [2.94195, -1.08296, -0.87585], [2.52876, -1.14610, 0.95376], [2.68741, 1.27142, -1.01444], [2.23495, 1.37650, 0.77557]], "spin_multiplicity": 1, "e_homo_ev": -9.259, "homo_lumo_gap_ev": 10.1935, "smiles": "CC(C)(C)C.C=C"}

--- b ---
{"formula": "C7H16", "method": "the ωB97M-V functional and the def2-TZVPD basis", "symbols": ["C", "C", "C", "C", "C", "H", "H", "H", "H", "H", "H", "H", "H", "H", "H", "H", "H", "C", "C", "H", "H", "H", "H"], "positions_angstrom": [[-2.49192, 0.65737, 0.56925], [-1.00536, 0.64693, 1.13866], [-0.39153, -0.77321, 0.86965], [1.16860, -0.53193, 1.08955], [1.86017, -1.82998, 1.04550], [-2.39702, 0.10668, -0.50090], [-3.21802, 0.07004, 1.30648], [-3.08921, 1.62329, 0.54914], [-0.97166, 0.95111, 2.23323], [-0.43576, 1.41994, 0.50704], [-0.80596, -1.46914, 1.74656], [-0.53942, -0.95882, -0.20839], [1.49342, -0.03877, 2.12949], [1.42344, 0.27159, 0.32656], [1.84705, -2.37742, 0.05233], [2.90375, -1.74929, 1.35847], [1.46148, -2.53031, 1.67915], [1.09231, 0.76184, -2.62237], [-0.04454, 1.49757, -2.75897], [0.84192, -0.35211, -2.17651], [2.15687, 1.07053, -2.87972], [-1.00512, 1.06098, -2.31807], [0.14652, 2.47311, -3.13614]], "spin_multiplicity": 1, "e_homo_ev": -10.127, "homo_lumo_gap_ev": 11.3040, "smiles": "CCCCC.C=C"}

Which structure is the most stable? The one labeled b.